Entry 1:
Here is a structure of composition C14H16Cl3F9O2Ru from the Open Molecules 2025 dataset. Energies are from ωB97M-V/def2-TZVPD.

Geometry as ORCA input:
```
! wB97M-V def2-TZVPD RIJCOSX def2/J DEFGRID3
* xyz -2 5
C 2.04752 -0.38214 0.14338
C 2.37034 0.99037 0.50155
C 1.93853 1.83300 -0.53855
C 3.15498 1.40234 1.66760
C 1.42800 1.04161 -1.60524
C 1.45641 -0.33531 -1.21854
C 1.48001 -1.48080 -2.16654
C 2.77041 -1.55268 0.69574
C 2.03337 3.31052 -0.52016
C 1.00625 1.54794 -2.92641
Ru -0.08178 -0.33700 0.41045
Cl 0.19998 2.40773 2.53155
Cl 0.11704 -0.48319 2.58415
Cl -0.96798 1.74462 0.16358
H 3.43907 0.54138 2.27151
H 2.55323 2.10319 2.28013
H 4.07455 1.90779 1.35686
H 1.73708 3.70811 0.46137
H 1.37403 3.74455 -1.28157
H 3.06410 3.63028 -0.73482
H 0.28468 2.37777 -2.82852
H 0.55365 0.74401 -3.51677
H 1.87286 1.92416 -3.48747
H 0.73921 -1.32689 -2.96352
H 1.23499 -2.40163 -1.63207
H 2.46376 -1.61097 -2.64573
H 2.66361 -1.54810 1.78500
H 3.83882 -1.51575 0.44438
H 2.34097 -2.47784 0.31047
O -0.07542 -2.30508 0.15819
H -1.00701 -2.50920 -0.06275
F -2.71373 -3.29051 1.12975
C -3.35527 -2.23865 1.70148
F -4.59807 -2.64695 2.06517
F -2.66749 -1.89363 2.81182
C -3.43547 -1.01411 0.67091
O -2.30559 -0.73611 0.05503
C -4.40241 -1.44171 -0.53737
F -5.69863 -1.62068 -0.17482
F -4.37588 -0.50286 -1.51828
F -3.95859 -2.59716 -1.09815
C -4.05734 0.26948 1.41744
F -5.25359 -0.01493 2.00339
F -3.19955 0.72603 2.35645
F -4.25501 1.26696 0.52040
*
```

As for the expectation value of S²: 6.0546. The HOMO energy (alpha / beta) comes out at -0.6 / -0.5 eV. The calculation puts the LUMO energy (alpha / beta) at 5.247 / 5.144 eV. For the HOMO-LUMO gap (alpha / beta), the calculation gives 5.8 / 5.7 eV.


Entry 2:
Here is a cluster of 2 separate species, C13H18F2N6O4S2 in total from the Open Molecules 2025 dataset. Energies are from ωB97M-V/def2-TZVPD.

Geometry as ORCA input:
```
! wB97M-V def2-TZVPD RIJCOSX def2/J DEFGRID3
* xyz 0 1
N 4.22362 -0.74045 1.99667
C 5.31712 -0.00476 1.28722
N 6.20732 -1.07390 0.69249
N 6.20819 0.74139 2.25575
C 4.81806 0.91027 0.05160
C 3.29438 1.36370 0.12151
C 2.97566 2.80250 0.59965
C 1.52561 3.34129 0.65740
C 0.47483 2.26259 0.17907
N 1.00943 0.99758 -0.19127
C -0.06264 0.00922 -0.64090
C -1.26524 -0.11393 0.39454
C -2.70966 -0.16598 -0.22906
C -4.00554 -0.24503 0.64086
C -3.89242 -0.28398 2.20698
C -2.44525 -0.23707 2.81521
C -1.15156 -0.15516 1.93854
N 2.23334 0.50979 -0.24815
H 3.66867 -0.06881 2.55590
H 3.64524 -1.14048 1.22884
H 6.68438 -0.70781 -0.15533
H 6.99664 -1.24364 1.35052
H 5.65133 1.21520 2.98014
H 6.81555 1.38685 1.73469
H 5.53103 1.81656 -0.03592
H 4.96168 0.30140 -0.92341
H 3.85901 3.47643 0.88380
H 1.22206 4.38275 1.00037
H -0.65309 2.49739 0.13199
H 0.39361 -1.03932 -0.78783
H -0.42435 0.33385 -1.68816
H -2.83019 -0.11332 -1.37511
H -5.02596 -0.25140 0.10276
H -4.83002 -0.32015 2.87464
H -2.40493 -0.27057 3.96613
H -0.12071 -0.10586 2.42050
N -6.51362 -3.05175 -3.08575
S -5.74149 -1.92063 -2.31523
O -6.40956 -0.64611 -2.16157
O -4.30232 -1.87163 -2.46445
F -5.86143 -2.49406 -0.82534
S -6.64586 -2.73026 -4.62077
O -7.61671 -3.55880 -5.30119
O -5.43324 -2.48269 -5.36694
F -7.37100 -1.31126 -4.65134
*
```

The HOMO energy comes out at -8.6 eV. The calculation puts the LUMO energy at -3.287 eV. For the HOMO-LUMO gap, the calculation gives 5.3 eV.


Entry 3:
Here is the ion C3H9N2O2 with charge +1 from the Open Molecules 2025 dataset. Energies are from ωB97M-V/def2-TZVPD.

Geometry as ORCA input:
```
! wB97M-V def2-TZVPD RIJCOSX def2/J DEFGRID3
* xyz 1 1
C -1.91352 -1.36566 0.31103
N -1.31063 -0.13988 0.10870
N -0.10109 -0.11042 0.03313
O 0.57208 1.25087 -0.13723
C -0.15813 2.45174 -0.40882
O 0.72425 -1.14565 0.00103
C 2.11123 -1.02399 0.12218
H -2.31503 -1.46984 1.38823
H -1.28912 -2.26407 0.09803
H -2.91037 -1.38800 -0.26913
H -1.23313 2.14865 -0.57933
H 0.27996 2.86270 -1.39943
H -0.08634 3.19304 0.42982
H 2.69786 -1.03950 -0.83515
H 2.43685 -1.88707 0.54991
H 2.49512 -0.07292 0.58702
*
```

The SMILES is CN=[N+](OC)OC. The HOMO energy comes out at -15.6 eV. The calculation puts the LUMO energy at -5.023 eV. For the HOMO-LUMO gap, the calculation gives 10.6 eV.


Entry 4:
Here is a structure of composition C35H30N4O3PtS from the Open Molecules 2025 dataset. Energies are from ωB97M-V/def2-TZVPD.

Geometry as ORCA input:
```
! wB97M-V def2-TZVPD RIJCOSX def2/J DEFGRID3
* xyz 0 1
Pt 0.61411 1.16452 1.06188
S 1.19616 0.73659 5.58608
C -0.46544 0.29629 5.36877
C -1.40511 -0.02673 6.34174
C -2.71212 -0.22375 5.94152
C -3.07309 -0.08292 4.59831
C -2.13335 0.21753 3.63365
C -0.80344 0.38154 4.01391
N 0.26528 0.71301 3.18333
C 1.33250 0.99443 3.88119
C 2.47710 1.59924 3.23369
C 3.66497 1.87201 3.90827
C 4.69756 2.49899 3.24357
C 4.52406 2.83852 1.90494
C 3.34032 2.55900 1.23824
C 2.25763 1.94082 1.88361
H -1.12326 -0.09614 7.38395
H -3.46625 -0.46699 6.67829
H -4.10679 -0.21204 4.30547
H -2.41746 0.33522 2.59939
H 3.78126 1.58985 4.94977
H 5.62690 2.71677 3.75281
H 5.33239 3.32416 1.37061
H 3.26108 2.82150 0.19300
C 1.74926 -3.18834 -0.98351
O 0.94292 -4.02464 -1.82084
C 0.45399 -3.45958 -2.96315
C 0.77514 -4.04047 -4.18223
C 0.26419 -3.51288 -5.35719
C -0.57644 -2.40855 -5.32718
C -0.92793 -1.84666 -4.11031
C -0.41814 -2.36800 -2.92633
N -0.79285 -1.82487 -1.67074
C -0.34581 -0.62425 -1.18698
N 0.47343 0.06468 -2.00722
C 0.72046 1.45339 -1.90420
C 0.86160 2.09258 -0.67587
C 1.03815 3.48659 -0.73072
C 1.10911 4.17617 -1.92697
C 1.01446 3.50432 -3.14052
C 0.82059 2.13960 -3.12160
O 0.65992 1.35186 -4.24881
C 1.43671 1.72440 -5.37436
N -0.69077 -0.19610 0.00525
C -1.65218 -1.01473 0.66153
C -1.24210 -1.97446 1.58017
C -2.16102 -2.80796 2.20078
C -3.50939 -2.67830 1.90398
C -3.93386 -1.71819 0.99542
C -3.01522 -0.88669 0.36949
O -3.47822 -0.01734 -0.57554
C -3.08739 1.35552 -0.46013
H 2.57161 -3.80269 -0.62289
H 1.17509 -2.81601 -0.13439
H 2.14939 -2.34053 -1.54115
H 1.43450 -4.89796 -4.18729
H 0.52759 -3.96664 -6.30386
H -0.97326 -1.99915 -6.24628
H -1.60274 -1.00184 -4.05124
H -1.16824 -2.46410 -0.98685
H 0.59130 -0.31058 -2.93774
H 1.14073 4.03334 0.19735
H 1.24387 5.25054 -1.92113
H 1.06242 4.04169 -4.07735
H 1.31713 0.92465 -6.10174
H 2.49232 1.81664 -5.10386
H 1.10874 2.66254 -5.82200
H -0.18508 -2.04325 1.81047
H -1.82473 -3.54484 2.91802
H -4.23750 -3.31844 2.38512
H -4.98174 -1.60601 0.74986
H -3.97627 1.95381 -0.65544
H -2.30983 1.59995 -1.18354
H -2.70895 1.58034 0.53771
*
```

The HOMO energy comes out at -7.5 eV. The calculation puts the LUMO energy at 0.206 eV. For the HOMO-LUMO gap, the calculation gives 7.7 eV.


In eV Å⁻¹, the maximum force values for the records above are, in order, 3.04 5.31 5.22 0.37.
In kJ/mol, the relative energy (zero: lowest compared OMol25 entry of this formula, charge and spin) values for the records above are, in order, 60.4 514.6 771.1 0.0.
In hartree, the electronic energy values for the records above are, in order, -3067.84178 -2131.41258 -379.21111 -2314.01449.